Here is a molecular structure, C24H32BrCrIN5O4PTe at a distorted geometry from the Open Molecules 2025 dataset. Energies are from ωB97M-V with the def2-TZVPD basis set.

Last column: Mulliken spin population.
Cartesian coordinates (Å):
1 Cr -0.330 0.144 0.629  3.90
2 C -0.534 -1.745 -2.573  0.03
3 N -0.610 -1.892 -1.113  -0.01
4 C -1.977 -2.242 -0.724  -0.02
5 C -2.173 -2.611 0.721  0.02
6 C -3.370 -3.192 1.135  0.00
7 C -3.486 -3.625 2.446  0.00
8 C -2.402 -3.475 3.300  0.00
9 C -1.267 -2.860 2.808  0.02
10 N -1.164 -2.416 1.560  0.00
11 C 0.390 -2.816 -0.598  0.01
12 C 1.191 -2.347 0.597  0.01
13 C 2.004 -3.288 1.211  -0.02
14 C 2.895 -2.910 2.202  0.01
15 C 2.967 -1.556 2.516  -0.02
16 C 2.113 -0.685 1.879  0.04
17 N 1.214 -1.051 0.954  -0.09
18 C -0.493 -0.321 -3.065  -0.01
19 C 0.598 0.142 -3.794  -0.01
20 C 0.542 1.420 -4.320  0.00
21 C -0.581 2.195 -4.081  0.00
22 C -1.599 1.650 -3.313  0.00
23 N -1.565 0.420 -2.836  0.01
24 H 0.363 -2.244 -2.951  0.00
25 H -1.403 -2.226 -3.045  0.00
26 H -2.620 -1.390 -0.975  -0.02
27 H -2.343 -3.104 -1.311  0.00
28 H -4.185 -3.314 0.439  0.00
29 H -4.394 -4.097 2.794  0.00
30 H -2.434 -3.837 4.316  0.00
31 H -0.382 -2.725 3.419  0.00
32 H -0.062 -3.789 -0.358  0.00
33 H 1.139 -3.005 -1.378  0.00
34 H 1.928 -4.320 0.903  0.00
35 H 3.527 -3.637 2.687  0.00
36 H 3.668 -1.183 3.246  0.00
37 H 2.149 0.374 2.110  0.00
38 H 1.469 -0.483 -3.942  0.00
39 H 1.369 1.806 -4.904  0.00
40 H -0.650 3.204 -4.464  0.00
41 H -2.489 2.211 -3.065  0.00
42 N -2.839 0.266 3.427  0.01
43 C -1.492 0.175 3.548  0.03
44 O -0.729 -0.008 2.576  -0.04
45 C -0.913 0.300 4.904  0.00
46 I -1.071 2.391 5.621  0.01
47 H -3.211 0.431 2.497  0.00
48 H -3.362 0.674 4.185  0.00
49 H 0.151 0.084 4.897  0.00
50 H -1.441 -0.282 5.652  0.00
51 C 3.598 0.891 -1.767  0.00
52 C 3.148 2.341 -1.874  0.00
53 O 2.425 2.759 -0.731  0.00
54 P 0.878 2.370 -0.436  0.01
55 O 0.630 0.967 -0.945  0.04
56 Te 0.634 2.910 1.837  0.03
57 O -0.003 3.256 -1.449  0.00
58 C -0.296 4.618 -1.197  0.00
59 C 0.629 5.533 -1.978  0.00
60 H 4.201 0.632 -2.634  0.00
61 H 2.729 0.241 -1.721  0.00
62 H 4.187 0.740 -0.866  0.00
63 H 2.547 2.482 -2.779  0.00
64 H 4.014 3.013 -1.922  0.00
65 H -0.197 4.821 -0.121  0.00
66 H -1.337 4.768 -1.495  0.00
67 H 1.660 5.346 -1.685  0.00
68 H 0.377 6.567 -1.767  0.00
69 H 0.528 5.362 -3.047  0.00
70 Br -2.456 1.176 0.208  0.02

## Properties
orbital gap (alpha / beta)	5.90 / 6.37	eV
lowest unoccupied orbital energy (alpha / beta)	-0.27 / -0.33	eV
expectation value of S²	6.013
spin multiplicity	5
ΔE to the lowest compared entry with this formula, charge and spin	52.52	kJ/mol
HOMO (alpha / beta)	-6.17 / -6.70	eV